Entry from the Open Molecules 2025 dataset: C36H25F12N7O2Pb as an isolated structure (wB97M-V/def2-TZVPD).

## Properties
Energy relative to the best compared isomer or geometry (same formula, charge and spin), kcal/mol: 0.0
Highest occupied orbital energy, eV: -1.25
E_tot, a.u.: -3312.03335
Orbital gap, eV: 5.463
Maximum force, eV/A: 0.4
Total charge: -2

Last column: Löwdin charge in e.
Geometry (Å):
1 Pb -1.24 0.13 0.84  1.360
2 C 4.89 0.73 -0.93  -0.072
3 C 3.41 0.92 -1.15  -0.297
4 C 2.72 0.22 -2.13  -0.066
5 C 1.36 0.37 -2.27  -0.054
6 C 0.59 1.21 -1.44  -0.277
7 N -0.79 1.19 -1.44  -0.033
8 C -1.52 1.03 -2.56  -0.259
9 C -0.98 1.30 -3.85  -0.043
10 C -1.67 1.11 -5.03  -0.079
11 C -2.99 0.66 -5.02  -0.304
12 C -3.77 0.43 -6.28  -0.082
13 C -3.56 0.46 -3.77  -0.027
14 C -2.90 0.62 -2.54  -0.060
15 C -3.79 0.48 -1.26  -0.387
16 O -3.27 0.69 -0.04  -0.306
17 C -4.40 -0.97 -1.19  -0.553
18 F -5.36 -1.05 -0.25  0.144
19 F -4.95 -1.49 -2.31  0.113
20 F -3.43 -1.83 -0.84  0.109
21 C -4.99 1.50 -1.41  -0.546
22 F -4.59 2.67 -1.92  0.152
23 F -5.99 1.05 -2.22  0.105
24 F -5.57 1.77 -0.24  0.153
25 C 1.29 1.96 -0.45  -0.050
26 C 2.67 1.77 -0.34  -0.004
27 C 0.49 2.84 0.55  -0.368
28 O -0.47 2.18 1.25  -0.294
29 C -0.12 4.07 -0.20  -0.544
30 F -0.86 3.77 -1.25  0.169
31 F 0.86 4.90 -0.64  0.117
32 F -0.89 4.81 0.62  0.144
33 C 1.42 3.44 1.68  -0.549
34 F 2.45 4.21 1.28  0.110
35 F 1.95 2.44 2.41  0.126
36 F 0.73 4.20 2.54  0.150
37 H 5.33 0.13 -1.73  0.061
38 H 5.10 0.22 0.01  0.069
39 H 5.42 1.69 -0.90  0.067
40 H 3.25 -0.47 -2.78  0.100
41 H 0.83 -0.20 -3.02  0.088
42 H 0.03 1.70 -3.89  0.101
43 H -1.19 1.35 -5.97  0.096
44 H -3.20 0.77 -7.15  0.059
45 H -4.72 0.99 -6.28  0.067
46 H -4.02 -0.62 -6.44  0.065
47 H -4.60 0.18 -3.75  0.107
48 H 3.23 2.31 0.41  0.104
49 N -0.83 -2.21 -2.86  0.207
50 C 0.22 -2.80 -2.29  -0.441
51 N 0.92 -3.69 -3.02  0.165
52 C 1.94 -4.23 -2.36  -0.477
53 N 2.66 -5.19 -3.02  0.118
54 N 2.33 -3.95 -1.11  0.161
55 C 1.57 -3.02 -0.52  -0.282
56 N 0.51 -2.45 -1.02  0.192
57 C 1.97 -2.59 0.86  -0.217
58 C 2.77 -3.38 1.67  -0.031
59 C 3.11 -2.90 2.93  -0.082
60 C 2.65 -1.65 3.32  -0.055
61 C 1.87 -0.93 2.42  -0.118
62 N 1.53 -1.40 1.22  0.107
63 H -1.01 -2.36 -3.84  0.111
64 H -1.31 -1.45 -2.39  0.081
65 H 2.56 -5.18 -4.02  0.080
66 H 3.59 -5.35 -2.66  0.081
67 H 3.11 -4.35 1.31  0.096
68 H 3.71 -3.50 3.60  0.095
69 H 2.88 -1.24 4.29  0.101
70 H 1.49 0.05 2.68  0.093
71 C -1.51 0.18 3.35  -0.164
72 C -1.07 0.16 4.50  -0.213
73 C -0.49 0.15 5.81  -0.279
74 C 0.01 -1.03 6.37  -0.062
75 C 0.59 -1.04 7.63  -0.121
76 C 0.69 0.13 8.37  -0.137
77 C 0.19 1.32 7.82  -0.115
78 C -0.39 1.33 6.56  -0.048
79 H -0.06 -1.94 5.79  0.106
80 H 0.98 -1.97 8.03  0.087
81 H 1.14 0.13 9.35  0.081
82 H 0.27 2.24 8.38  0.089
83 H -0.76 2.25 6.13  0.111

***

Entry from the Open Molecules 2025 dataset: C36H26Br2CuN3OP as an isolated structure (wB97M-V/def2-TZVPD).

## Properties
Energy relative to the best compared isomer or geometry (same formula, charge and spin), kcal/mol: 13.6
2S+1: 2
Highest occupied orbital energy (spin up / spin down), eV: -7.10 / -7.21
E_tot, a.u.: -8756.86212
Orbital gap (spin up / spin down), eV: 7.513 / 6.738
⟨S²⟩: 0.76
Maximum force, eV/A: 0.6

Last column: Mulliken spin population.
Geometry (Å):
1 Cu -0.26 0.17 -0.07  0.599
2 C -4.14 5.35 1.38  0.007
3 C -3.58 4.36 2.17  -0.002
4 C -2.99 3.26 1.58  0.015
5 C -2.96 3.13 0.19  0.028
6 C -3.54 4.12 -0.60  0.014
7 C -4.13 5.23 0.00  -0.002
8 P -2.13 1.63 -0.45  0.078
9 C -1.75 1.98 -2.20  -0.012
10 C -1.19 3.20 -2.58  0.007
11 C -0.78 3.40 -3.89  -0.004
12 C -0.90 2.38 -4.82  0.008
13 C -1.42 1.15 -4.44  -0.003
14 C -1.84 0.95 -3.13  0.015
15 C -3.44 0.38 -0.51  -0.002
16 C -4.76 0.67 -0.77  0.004
17 C -5.71 -0.36 -0.80  0.001
18 C -5.33 -1.65 -0.56  0.003
19 C -3.98 -1.98 -0.27  0.008
20 C -3.58 -3.31 0.01  -0.011
21 C -2.28 -3.57 0.32  0.014
22 C -1.31 -2.54 0.34  -0.076
23 C -1.65 -1.24 0.07  0.254
24 C -3.01 -0.94 -0.24  -0.044
25 H -4.60 6.22 1.84  0.001
26 H -3.61 4.44 3.25  0.000
27 H -2.54 2.48 2.19  0.005
28 H -3.55 4.02 -1.68  0.002
29 H -4.58 5.99 -0.62  0.000
30 H -1.05 3.99 -1.84  0.001
31 H -0.36 4.36 -4.18  0.000
32 H -0.59 2.54 -5.84  0.000
33 H -1.48 0.34 -5.15  0.000
34 H -2.25 -0.01 -2.83  0.001
35 H -5.07 1.70 -0.95  0.000
36 H -6.75 -0.13 -1.02  0.000
37 H -6.07 -2.45 -0.58  0.000
38 H -4.32 -4.10 -0.02  0.000
39 H -1.96 -4.59 0.54  -0.001
40 H -0.29 -2.79 0.57  0.005
41 Br 1.63 -3.61 -2.15  0.000
42 C 2.80 -2.68 -0.99  0.013
43 C 4.09 -3.19 -0.82  -0.003
44 C 4.99 -2.53 -0.02  0.007
45 Br 6.77 -3.19 0.10  0.000
46 C 4.60 -1.36 0.67  -0.002
47 C 5.45 -0.65 1.55  0.002
48 C 4.97 0.44 2.22  -0.002
49 C 3.63 0.81 2.03  0.001
50 N 2.82 0.19 1.21  -0.005
51 C 3.28 -0.87 0.51  -0.011
52 C 2.36 -1.49 -0.42  0.013
53 O 1.22 -0.97 -0.74  0.044
54 H 4.38 -4.10 -1.33  0.000
55 H 6.47 -0.98 1.68  0.000
56 H 5.60 1.01 2.90  0.000
57 H 3.20 1.64 2.59  0.000
58 N 1.87 1.36 -2.06  -0.004
59 C 1.66 2.27 -1.09  -0.004
60 C 2.21 3.57 -1.16  0.002
61 C 1.97 4.46 -0.15  -0.002
62 C 1.18 4.07 0.94  0.007
63 C 0.66 2.80 0.92  -0.002
64 N 0.87 1.92 -0.07  0.040
65 H 2.63 1.50 -2.70  0.001
66 H 1.65 0.39 -1.83  -0.008
67 H 2.83 3.83 -2.01  0.001
68 H 2.38 5.46 -0.20  0.000
69 H 0.97 4.74 1.76  0.001
70 H 0.04 2.44 1.74  -0.005

***

Entry from the Open Molecules 2025 dataset: C36H26Cl3F9MnOP as an isolated structure in a non-equilibrium geometry (wB97M-V/def2-TZVPD).

## Properties
Energy relative to the best compared isomer or geometry (same formula, charge and spin), kcal/mol: 0.0
2S+1: 6
Highest occupied orbital energy (spin up / spin down), eV: -10.38 / -10.41
E_tot, a.u.: -5234.27480
Orbital gap (spin up / spin down), eV: 7.256 / 6.753
⟨S²⟩: 8.76
Maximum force, eV/A: 3.8
Total charge: +1

Last column: Mulliken spin population.
Geometry (Å):
1 Mn -1.06 -0.70 0.62  4.704
2 C -0.73 -3.15 2.73  0.077
3 C -1.58 -1.93 2.67  -0.051
4 C -2.99 -2.08 2.52  -0.032
5 C -3.90 -1.03 2.70  0.045
6 C -5.35 -1.37 2.84  -0.002
7 C -3.38 0.24 3.04  0.007
8 C -1.99 0.48 3.08  0.036
9 C -1.39 1.80 3.57  -0.003
10 C -1.09 -0.64 2.93  0.100
11 H -0.94 -3.72 3.68  -0.002
12 H 0.36 -2.93 2.78  0.001
13 H -0.91 -3.81 1.87  -0.010
14 H -3.40 -3.07 2.30  0.000
15 H -5.50 -2.05 3.70  0.001
16 H -5.70 -1.88 1.94  0.001
17 H -5.92 -0.46 3.11  0.000
18 H -4.07 1.06 3.29  0.000
19 H -1.91 2.08 4.49  -0.001
20 H -1.56 2.62 2.85  -0.001
21 H -0.35 1.71 3.89  0.000
22 H 0.00 -0.51 3.05  -0.030
23 Cl -6.03 -0.44 -4.29  0.001
24 C -4.78 -0.92 -3.25  0.006
25 C -4.30 0.02 -2.32  -0.001
26 C -3.34 -0.36 -1.44  -0.014
27 Cl -2.81 0.87 -0.31  0.044
28 C -2.80 -1.67 -1.39  0.002
29 O -2.01 -2.15 -0.47  0.070
30 C -3.26 -2.56 -2.47  0.014
31 Cl -2.52 -4.07 -2.66  0.001
32 C -4.33 -2.24 -3.29  -0.002
33 H -4.76 0.98 -2.27  0.001
34 H -4.75 -2.87 -4.05  0.000
35 F 5.55 -2.23 -4.86  0.000
36 C 4.19 -1.99 -5.09  0.000
37 F 3.67 -3.17 -5.54  0.000
38 F 4.22 -1.16 -6.17  0.000
39 C 3.48 -1.50 -3.90  -0.001
40 C 2.27 -2.11 -3.51  0.006
41 C 1.61 -1.64 -2.40  -0.015
42 C 2.02 -0.48 -1.71  -0.030
43 C 3.15 0.15 -2.18  -0.002
44 C 3.95 -0.40 -3.20  0.001
45 P 1.08 0.17 -0.31  0.071
46 C 0.66 1.83 -0.80  -0.004
47 C 0.29 2.80 0.13  0.019
48 C -0.29 3.98 -0.23  -0.001
49 C -0.54 4.24 -1.58  0.002
50 C -0.08 3.33 -2.51  0.003
51 C 0.45 2.12 -2.12  0.025
52 C -1.40 5.38 -2.02  -0.001
53 F -2.49 5.56 -1.21  0.000
54 F -0.73 6.61 -2.00  0.000
55 F -1.88 5.24 -3.29  0.000
56 C 2.41 0.19 0.96  -0.016
57 C 3.13 1.33 1.30  0.003
58 C 4.15 1.23 2.23  -0.001
59 C 4.49 -0.01 2.84  0.001
60 C 3.74 -1.10 2.52  0.007
61 C 2.75 -1.03 1.54  -0.018
62 C 5.68 -0.24 3.71  0.000
63 F 5.36 -0.74 4.97  0.000
64 F 6.43 0.85 3.92  0.000
65 F 6.53 -1.19 3.19  0.000
66 H 1.92 -3.04 -4.00  0.000
67 H 0.71 -2.17 -2.05  0.014
68 H 3.52 1.07 -1.70  -0.001
69 H 4.89 0.11 -3.45  0.000
70 H 0.44 2.66 1.23  -0.008
71 H -0.59 4.69 0.58  0.000
72 H -0.21 3.56 -3.58  0.000
73 H 0.76 1.39 -2.87  0.001
74 H 2.92 2.30 0.88  0.001
75 H 4.66 2.15 2.53  0.000
76 H 3.92 -2.06 3.00  0.000
77 H 2.22 -1.94 1.26  -0.020

***

Question: Among the records above, which one has the lowest maximum force?
Answer: C36H25F12N7O2Pb